Entry from the OMol25 dataset: a gas-phase ion, C3Cl3O (charge +1) in a non-equilibrium geometry (ωB97M-V with the def2-TZVPD basis set).

Last column: natural (NBO) charge in e.
CARTESIAN COORDINATES (ANGSTROEM)
C: -0.182 0.565 -0.490  -0.293
C: 0.806 -0.362 -0.305  0.442
C: -0.738 -0.039 0.721  0.472
O: 0.274 -0.857 0.989  -0.419
Cl: -0.567 1.665 -1.662  0.231
Cl: 2.566 -0.934 -0.731  0.178
Cl: -2.159 -0.037 1.477  0.390

Output
gap between HOMO and LUMO	0.2785	Ha
energy above the lowest of the compared OMol25 structures with the same formula, charge and spin	78.9	kJ/mol
electronic energy	-1569.6956	hartree
net charge	+1
F_max	4.8	eV/Å
E_HOMO	-15.13	eV

---

Entry from the OMol25 dataset: 2 unconnected molecules or ions with the total composition C6H17NO3 in a non-equilibrium geometry (ωB97M-V with the def2-TZVPD basis set).

Last column: natural (NBO) charge in e.
CARTESIAN COORDINATES (ANGSTROEM)
C: -3.158 2.649 -0.626  -0.257
O: -1.929 2.145 -0.135  -0.539
C: -1.637 0.872 -0.697  -0.080
C: -0.179 0.493 -0.550  -0.247
N: 0.103 0.202 0.847  -0.650
C: 1.479 0.461 1.348  -0.242
C: 2.533 -0.487 0.900  -0.074
O: 2.544 -0.655 -0.509  -0.562
C: 2.138 -1.979 -0.938  -0.273
H: -3.443 3.644 -0.282  0.201
H: -4.018 2.082 -0.270  0.158
H: -3.283 2.490 -1.697  0.170
H: -1.905 0.667 -1.734  0.179
H: -2.295 0.163 -0.194  0.168
H: 0.607 1.148 -0.925  0.201
H: -0.035 -0.464 -1.051  0.199
H: -0.358 0.926 1.379  0.367
H: 1.555 0.430 2.435  0.205
H: 1.839 1.398 0.923  0.167
H: 2.388 -1.391 1.491  0.170
H: 3.511 -0.097 1.182  0.184
H: 2.867 -2.661 -0.499  0.173
H: 1.949 -2.176 -1.993  0.197
H: 1.187 -2.237 -0.472  0.193
O: -0.582 -2.850 0.697  -0.962
H: -0.360 -1.935 0.868  0.489
H: -1.519 -2.837 0.501  0.465

Output
gap between HOMO and LUMO	0.3725	Ha
energy above the lowest of the compared OMol25 structures with the same formula, charge and spin	341.6	kJ/mol
electronic energy	-519.1966	hartree
SMILES	COCCNCCOC.O
F_max	2.2	eV/Å
E_HOMO	-9.29	eV